[1]
The following is a DFT calculation (ωB97M-V/def2-TZVPD) of a cluster of 2 separate species, C4H12NO2 in total at a distorted geometry.

Geometry as ORCA input:
```
! RIJCOSX wB97M-V def2-TZVPD def2/J DEFGRID3
* xyz 1 1
C 0.2316 1.0860 0.9353
C 0.0032 -0.1416 0.0227
C -1.1770 -1.0540 0.3130
C -1.1311 -1.6805 1.7102
O -0.2261 -1.5001 2.4742
N -0.0962 0.3657 -1.4307
H 1.1044 1.6928 0.7290
H -0.7259 1.5787 1.0755
H 0.4924 0.5666 1.8584
H 0.9090 -0.7475 0.0724
H -2.0662 -0.4082 0.2387
H -1.2622 -1.8829 -0.3905
H -2.0055 -2.2683 2.0051
H -0.0763 -0.3761 -2.1510
H -1.0511 0.7211 -1.4296
H 0.6444 0.9672 -1.8660
H 2.6037 2.5649 -2.6827
H 1.2307 2.1339 -3.2982
O 1.9335 1.8967 -2.6633
*
```

Summary:
* HOMO energy: -0.5069 Ha
* largest force on an atom: 2.43 eV/Å
* E_LUMO: -3.459 eV
* gap between HOMO and LUMO: 10.33 eV

natural (NBO) charges in e: number 1, C, carries -0.65; number 2, C, carries -0.02; number 3, C, carries -0.55; number 4, C, carries 0.45; number 5, O, carries -0.49; number 6, N, carries -0.71; number 7, H, carries 0.25; number 8, H, carries 0.22; number 9, H, carries 0.28; number 10, H, carries 0.23; number 11, H, carries 0.23; number 12, H, carries 0.25; number 13, H, carries 0.15; number 14, H, carries 0.43; number 15, H, carries 0.43; number 16, H, carries 0.48; number 17, H, carries 0.52; number 18, H, carries 0.49; number 19, O, carries -0.97

---

[2]
The following is a DFT calculation (ωB97M-V/def2-TZVPD) of a cluster of 2 separate species, C4H12NO2 in total at a distorted geometry.

Geometry as ORCA input:
```
! RIJCOSX wB97M-V def2-TZVPD def2/J DEFGRID3
* xyz 1 1
O 2.3774 -0.4933 -0.6256
C 2.2781 0.5570 -0.0714
C 0.9344 1.1368 0.3545
N -0.0952 0.1491 -0.1195
C -0.1639 -1.1107 0.7274
C -0.3591 -2.4206 -0.0833
H 3.1356 1.1935 0.1835
H 0.7902 2.1077 -0.1149
H 0.8452 1.1350 1.4298
H -0.9706 0.6396 -0.3098
H 0.2603 -0.2096 -1.0055
H 0.6261 -1.0644 1.4717
H -1.0775 -0.9570 1.3030
H -1.3668 -2.7557 0.1065
H -0.1485 -2.2069 -1.1264
H 0.3316 -3.1118 0.3903
H -2.4030 2.3409 -1.5854
H -2.6594 2.9541 -0.2796
O -2.3350 2.1163 -0.6451
*
```

Summary:
* HOMO energy: -0.5472 Ha
* largest force on an atom: 2.13 eV/Å
* E_LUMO: -3.140 eV
* gap between HOMO and LUMO: 11.75 eV

natural (NBO) charges in e: number 1, O, carries -0.49; number 2, C, carries 0.43; number 3, C, carries -0.33; number 4, N, carries -0.52; number 5, C, carries -0.22; number 6, C, carries -0.62; number 7, H, carries 0.16; number 8, H, carries 0.26; number 9, H, carries 0.25; number 10, H, carries 0.47; number 11, H, carries 0.44; number 12, H, carries 0.22; number 13, H, carries 0.22; number 14, H, carries 0.24; number 15, H, carries 0.22; number 16, H, carries 0.25; number 17, H, carries 0.49; number 18, H, carries 0.50; number 19, O, carries -0.97

---

[3]
The following is a DFT calculation (ωB97M-V/def2-TZVPD) of a cluster of 3 separate species, C4H12NO2 in total at a distorted geometry.

Geometry as ORCA input:
```
! RIJCOSX wB97M-V def2-TZVPD def2/J DEFGRID3
* xyz 1 1
C -0.8789 0.3840 2.3282
C -0.3552 0.7415 0.9680
C -0.9521 1.7003 0.1545
C 0.4807 -1.3474 0.5304
N 0.7177 -0.1435 0.5555
H -1.4453 -0.4937 2.1941
H -0.2566 0.1483 3.1809
H -1.5906 1.0884 2.7323
H -0.4226 1.8711 -0.7661
H -1.9049 2.0671 0.2973
H 1.3480 -1.9571 0.2099
H -0.5004 -1.8513 0.6048
H 1.5819 0.1646 0.0472
H 3.2473 0.3948 -1.9616
H 2.1360 0.8256 -2.8877
O 2.3493 0.0543 -2.3738
H -1.9510 -0.9741 -1.5820
H -0.5169 -1.4203 -2.5748
O -1.0865 -1.2526 -1.6572
*
```

Summary:
* HOMO energy: -0.5105 Ha
* largest force on an atom: 7.04 eV/Å
* E_LUMO: -4.397 eV
* gap between HOMO and LUMO: 9.49 eV

natural (NBO) charges in e: number 1, C, carries -0.68; number 2, C, carries 0.13; number 3, C, carries -0.32; number 4, C, carries 0.15; number 5, N, carries -0.44; number 6, H, carries 0.22; number 7, H, carries 0.25; number 8, H, carries 0.26; number 9, H, carries 0.21; number 10, H, carries 0.23; number 11, H, carries 0.22; number 12, H, carries 0.26; number 13, H, carries 0.47; number 14, H, carries 0.48; number 15, H, carries 0.48; number 16, O, carries -0.95; number 17, H, carries 0.50; number 18, H, carries 0.54; number 19, O, carries -1.02